## 1
Molecular formula: C6H15NS
Method: DFT, ωB97M-V with the def2-TZVPD basis set

Positions of all 23 atoms, in Å:
C: 1.30796 1.19261 -3.12274
C: 0.66720 1.52516 -1.78836
C: -0.88106 1.51617 -1.89986
N: 1.12502 0.54149 -0.80685
C: 0.91122 0.85652 0.59121
C: 0.57549 -0.40774 1.40532
C: -0.89686 -0.72266 1.33221
S: -1.15507 -2.27705 2.33010
H: 2.39759 1.13496 -3.06912
H: 1.02862 0.16690 -3.40480
H: 0.91709 1.86587 -3.87673
H: 0.99366 2.48031 -1.38020
H: -1.26907 2.28392 -1.23419
H: -1.25356 0.53959 -1.62214
H: -1.26602 1.68020 -2.90336
H: 0.68057 -0.35532 -0.95903
H: 0.12300 1.60506 0.76747
H: 1.79558 1.30979 1.02872
H: 0.87589 -0.20970 2.42722
H: 1.20592 -1.23125 1.06243
H: -1.26676 -0.94440 0.33445
H: -1.56414 0.00830 1.77023
H: -2.46221 -2.13726 2.54876

Properties
LUMO energy	0.94	eV
E_HOMO	-8.672	eV

=====

## 2
Molecular formula: C6H15NS
Method: DFT, ωB97M-V with the def2-TZVPD basis set

Positions of all 23 atoms, in Å:
C: 1.16123 -0.53012 1.64466
C: 1.67990 -1.32682 0.43757
C: 2.05406 -0.55520 -0.87655
S: 3.01719 0.95247 -0.52291
C: -0.00761 0.37259 1.22678
N: -1.07796 -0.15748 0.37239
C: -1.89913 0.90196 -0.23403
C: -2.90667 0.18820 -1.16162
H: 1.87980 0.17853 2.04837
H: 0.79768 -1.23478 2.39095
H: 2.65204 -1.72449 0.74924
H: 1.05277 -2.12958 0.03672
H: 1.23685 -0.46408 -1.59772
H: 2.83065 -1.11423 -1.40607
H: 1.52661 2.14843 -0.82755
H: 0.54926 1.15843 0.65210
H: -0.52751 0.96494 1.99634
H: -0.72939 -0.64668 -0.45584
H: -2.56598 1.36851 0.50513
H: -1.36099 1.71012 -0.75803
H: -3.81262 -0.17890 -0.67638
H: -3.16882 0.81813 -2.01366
H: -2.38137 -0.69994 -1.52989

Properties
LUMO energy	-0.65	eV
E_HOMO	-8.658	eV

=====

Relative to the most stable structure, the computed energies are 1 0.000; 2 2.566, all in eV.

=====

## 1
Molecular formula: C7H8N2S
Method: DFT, ωB97M-V with the def2-TZVPD basis set

Positions of all 18 atoms, in Å:
C: 1.23921 0.56887 1.28514
C: 0.57862 0.31961 -0.15276
C: 0.31672 1.52277 -1.03588
C: -0.52686 -0.61945 -0.15490
N: -1.67816 -0.86934 0.23722
C: -2.89756 -0.49979 0.62569
S: -3.87918 0.55202 -0.10666
C: 0.67777 -1.13059 -0.88795
C: 1.57554 -2.01965 -0.22151
N: 2.25671 -2.83979 0.25276
H: 1.69311 1.50819 1.21129
H: 1.93934 -0.30133 1.43419
H: 0.58512 0.67033 2.12283
H: -0.30837 1.33645 -1.98114
H: 1.37951 1.92011 -1.48983
H: -0.40411 2.29642 -0.49198
H: -3.30485 -1.21234 1.34943
H: 0.75742 -1.20249 -1.99592

Properties
LUMO energy	-0.45	eV
E_HOMO	-8.786	eV

=====

## 2
Molecular formula: C7H8N2S
Method: DFT, ωB97M-V with the def2-TZVPD basis set

Positions of all 18 atoms, in Å:
C: 0.51796 2.47141 0.12511
N: 0.80504 1.19808 0.08140
C: -0.08033 0.23455 -0.08863
C: 0.02265 -0.94135 -0.75982
C: -1.28142 -1.58487 -0.96981
C: -2.25115 -0.69342 -0.60932
C: -1.60211 0.44452 0.12018
H: -0.41099 3.00003 0.10285
H: 1.38228 3.10258 0.43412
H: 1.01444 -1.34518 -0.84975
H: -1.42478 -2.22905 -1.75324
H: -3.29175 -0.87401 -0.74449
H: -1.88965 1.35442 -0.36966
H: -1.99222 0.64798 1.12347
N: 2.21291 -1.60698 1.58272
C: 2.93371 -0.98616 0.86875
S: 3.99526 -0.24055 0.01714
H: 1.34013 -1.95199 1.68899

Properties
LUMO energy	-0.03	eV
E_HOMO	-8.175	eV

=====

## 3
Molecular formula: C7H8N2S
Method: DFT, ωB97M-V with the def2-TZVPD basis set

Positions of all 18 atoms, in Å:
C: 0.41859 -2.31667 1.07311
C: 0.12356 -2.54821 -0.28963
C: -0.07580 1.79964 -0.61457
C: 0.16219 2.79804 0.25959
C: 0.52544 1.46392 0.62969
C: -1.21602 -2.82545 -0.87326
C: 0.04571 4.22598 0.53597
N: 1.69682 -2.13989 1.30563
N: 1.20901 -2.52675 -1.03676
S: 2.49946 -2.23657 -0.09884
H: -0.45742 1.53554 -1.57219
H: -0.28449 -2.28059 1.88362
H: -1.32444 -3.89516 -1.04956
H: -1.99773 -2.50136 -0.19276
H: -1.31897 -2.31566 -1.82695
H: 0.85914 4.56199 1.17806
H: -0.89099 4.38912 1.07176
H: 0.02595 4.81209 -0.38291

Properties
LUMO energy	0.86	eV
E_HOMO	-8.749	eV

=====

## 4
Molecular formula: C7H8N2S
Method: DFT, ωB97M-V with the def2-TZVPD basis set

Positions of all 18 atoms, in Å:
C: 2.95573 0.03882 0.31913
C: 2.68218 -0.75476 -0.83893
C: 1.76103 0.23053 0.90391
C: 1.37560 -1.08629 -0.84805
C: -2.69202 0.64833 -0.21030
C: -2.85172 -0.68607 -0.29035
C: -1.55429 1.31259 0.50641
N: 0.80587 -0.47270 0.23246
N: -0.48412 -0.40288 0.79812
S: -1.43960 -1.60071 0.00317
H: 3.89895 0.41741 0.52112
H: 3.33993 -0.86639 -1.64767
H: 1.39388 0.75314 1.82880
H: 0.85498 -1.40590 -1.64460
H: -3.50836 1.32210 -0.49343
H: -3.67752 -1.21900 -0.65987
H: -1.11192 2.27561 0.00005
H: -1.74859 1.49618 1.52002

Properties
LUMO energy	0.23	eV
E_HOMO	-7.855	eV

=====

Relative to the most stable structure, the computed energies are 1 0.709; 2 0.000; 3 0.931; 4 1.789, all in eV.

=====

## 1
Molecular formula: C2H7N2O
Method: DFT, ωB97M-V with the def2-TZVPD basis set

Positions of all 12 atoms, in Å:
C: -1.39098 -1.21920 -0.32925
C: 3.04302 2.23594 -0.18066
N: -2.40338 -1.93803 0.13015
N: -0.79202 -0.28562 0.37678
O: 0.18157 0.40830 -0.03253
H: -1.02304 -1.38915 -1.33438
H: 3.03661 3.24094 0.20320
H: 3.93681 1.85625 -0.65207
H: 2.15244 1.62596 -0.12286
H: -2.83997 -2.63690 -0.45316
H: -2.77425 -1.80503 1.06017
H: -1.12682 -0.09345 1.33462

Properties
LUMO energy (spin up / spin down)	-4.77 / -7.33	eV
total charge	+1
E_HOMO (spin up / spin down)	-15.864 / -11.161	eV

=====

## 2
Molecular formula: C2H7N2O
Method: DFT, ωB97M-V with the def2-TZVPD basis set

Positions of all 12 atoms, in Å:
C: -1.42884 0.22042 -0.12612
C: 3.22140 0.43777 0.01644
N: -2.70733 0.24602 0.05741
N: -0.76168 -0.90853 -0.14770
O: 2.02316 0.39764 -0.18499
H: -0.70619 1.09826 0.06833
H: 3.88913 -0.43685 0.30248
H: 3.77537 1.29788 -0.13993
H: 0.20588 -0.88757 0.00258
H: -3.32741 1.04240 0.19345
H: -3.02002 -0.70349 0.07951
H: -1.16346 -1.80395 -0.12147

Properties
LUMO energy	-3.71	eV
total charge	+1
E_HOMO	-13.997	eV

=====

## 3
Molecular formula: C2H7N2O
Method: DFT, ωB97M-V with the def2-TZVPD basis set

Positions of all 12 atoms, in Å:
C: -0.25985 1.44471 -1.39060
C: -1.26875 -1.68486 0.54917
N: -0.43994 -0.38323 0.33724
N: 1.17908 1.85576 -1.11669
O: -0.88707 0.60305 -0.77564
H: -0.87739 -2.59219 0.21403
H: -2.19101 -1.61708 -0.10364
H: -1.61311 -1.70724 1.52737
H: -0.39427 0.24038 1.12420
H: 1.59504 2.22207 -2.05193
H: 1.77437 1.25649 -0.57650
H: 1.10581 2.60768 -0.46853

Properties
LUMO energy	-4.12	eV
total charge	+1
E_HOMO	-13.993	eV

=====

Relative to the most stable structure, the computed energies are 1 4.592; 2 0.000; 3 5.252, all in eV.

=====

## 1
Molecular formula: C6H11N2O2
Method: DFT, ωB97M-V with the def2-TZVPD basis set

Positions of all 21 atoms, in Å:
C: 2.53216 0.02356 -0.02589
C: -2.70418 0.24954 0.26668
C: -0.26470 1.02054 0.15603
C: -2.16940 -1.13378 0.42419
C: 0.31843 -0.39184 0.36762
C: 3.91048 -0.54903 -0.24156
N: -0.74787 -1.30286 0.32162
N: -1.59629 0.96300 -0.58816
O: 2.31878 1.18156 0.18845
O: 1.54849 -0.92317 0.12012
H: -3.66950 0.40873 -0.25392
H: -2.76065 0.73588 1.32838
H: -0.26489 1.48040 1.12091
H: 0.34207 1.45016 -0.66476
H: -2.73454 -1.96407 0.05556
H: 4.72024 0.24699 -0.47786
H: 4.10507 -1.46624 -0.92012
H: 4.22097 -0.88136 0.70050
H: -0.57912 -2.35123 0.59404
H: -1.45268 0.28357 -1.45807
H: -1.80647 1.90578 -0.94951

Properties
LUMO energy (spin up / spin down)	-3.65 / -3.49	eV
total charge	+1
E_HOMO (spin up / spin down)	-11.106 / -11.406	eV

=====

## 2
Molecular formula: C6H11N2O2
Method: DFT, ωB97M-V with the def2-TZVPD basis set

Positions of all 21 atoms, in Å:
C: -0.13404 5.54796 1.03612
C: 1.37216 -1.83247 -0.07136
C: 0.67311 -2.21382 -1.18724
C: 1.06942 1.62738 -0.14308
C: -1.16849 1.18876 0.38470
C: -0.30276 0.80111 -1.89471
N: 2.03416 2.22739 0.06664
N: -0.01975 0.72868 -0.53796
O: 0.15843 6.60393 1.42196
O: -0.36397 4.44148 0.77158
H: 1.41318 -2.24489 0.90227
H: 2.35411 -1.31393 -0.41150
H: 1.08218 -1.91122 -2.14458
H: -0.15516 -2.85725 -1.04709
H: -1.64472 2.07476 0.08060
H: -1.99250 0.40856 0.40535
H: -0.70557 1.37577 1.39510
H: -0.60209 1.82237 -2.13531
H: 0.68142 0.49192 -2.33359
H: -1.08504 0.05806 -2.10160
H: 0.26815 -0.28275 -0.39180

Properties
LUMO energy	-3.37	eV
total charge	+1
E_HOMO	-15.067	eV

=====

Relative to the most stable structure, the computed energies are 1 0.728; 2 0.000, all in eV.